Entry 1:
{
  "formula": "C35H52EuP4Se",
  "method": "ωB97M-V/def2-TZVPD",
  "species": ["Eu", "P", "P", "P", "H", "C", "C", "H", "C", "C", "C", "C", "C", "C", "C", "C", "C", "H", "H", "H", "H", "H", "H", "H", "H", "H", "H", "H", "H", "H", "H", "H", "H", "H", "H", "H", "H", "H", "H", "H", "H", "H", "H", "H", "H", "H", "C", "C", "C", "C", "C", "C", "Se", "H", "H", "H", "H", "H", "H", "C", "C", "C", "C", "C", "C", "P", "C", "C", "C", "C", "C", "C", "C", "C", "C", "C", "C", "C", "H", "H", "H", "H", "H", "H", "H", "H", "H", "H", "H", "H", "H", "H", "H"],
  "xyz": [[0.301, 0.086, -0.159], [2.491, -1.506, -1.133], [2.010, 0.580, 1.899], [-0.160, 0.584, -2.762], [-0.902, 9.587, 1.488], [-1.808, 9.471, 0.868], [-2.999, 9.260, 1.403], [-3.146, 9.186, 2.494], [4.080, -0.836, -1.758], [3.010, -2.678, 0.194], [1.987, -2.644, -2.482], [1.233, 2.043, 2.709], [1.957, -0.693, 3.202], [3.763, 1.017, 1.773], [-1.300, 2.022, -2.680], [-1.145, -0.725, -3.533], [1.050, 1.010, -4.037], [-1.672, 9.602, -0.220], [-3.915, 9.196, 0.789], [4.792, -1.651, -1.974], [4.508, -0.144, -1.017], [3.896, -0.245, -2.669], [3.605, -3.495, -0.241], [2.135, -3.132, 0.685], [3.587, -2.165, 0.981], [2.793, -3.367, -2.687], [1.750, -2.086, -3.400], [1.075, -3.197, -2.214], [1.484, 2.056, 3.780], [0.136, 2.003, 2.614], [1.548, 2.975, 2.216], [2.860, -0.602, 3.822], [1.932, -1.694, 2.740], [1.050, -0.613, 3.819], [4.170, 1.107, 2.791], [3.867, 1.960, 1.207], [4.303, 0.243, 1.203], [-1.877, 2.071, -3.617], [-0.737, 2.954, -2.507], [-1.988, 1.904, -1.826], [-1.437, -0.422, -4.548], [-2.030, -0.969, -2.930], [-0.562, -1.656, -3.575], [0.561, 0.939, -5.020], [1.900, 0.311, -3.973], [1.445, 2.019, -3.839], [1.488, 3.923, -0.773], [0.330, 4.108, 0.017], [-0.223, 5.365, 0.204], [0.369, 6.484, -0.400], [1.521, 6.327, -1.197], [2.069, 5.065, -1.383], [2.364, 2.325, -1.093], [-0.819, 1.548, 0.337], [-0.153, 3.251, 0.489], [-1.118, 5.470, 0.830], [-0.072, 7.468, -0.241], [1.996, 7.186, -1.675], [2.962, 4.919, -1.991], [0.663, -6.643, 1.817], [0.787, -6.292, 0.468], [0.383, -5.030, 0.050], [-0.176, -4.125, 0.971], [-0.206, -4.461, 2.335], [0.173, -5.729, 2.751], [-0.716, -2.493, 0.412], [-2.008, -2.773, -0.861], [-3.199, -2.027, -0.808], [-4.219, -2.265, -1.719], [-4.027, -3.174, -2.757], [-2.805, -3.830, -2.897], [-1.789, -3.612, -1.972], [-1.704, -1.873, 1.818], [-2.729, -2.739, 2.243], [-3.469, -2.423, 3.375], [-3.219, -1.251, 4.063], [-2.231, -0.360, 3.637], [-1.474, -0.668, 2.504], [0.964, -7.640, 2.143], [1.190, -6.991, -0.276], [0.501, -4.737, -0.995], [-0.588, -3.736, 3.051], [0.060, -5.991, 3.806], [-3.341, -1.305, -0.006], [-5.176, -1.760, -1.585], [-4.838, -3.382, -3.459], [-2.633, -4.533, -3.722], [-0.823, -4.096, -2.113], [-2.890, -3.666, 1.708], [-4.239, -3.124, 3.705], [-3.802, -1.001, 4.958], [-2.034, 0.573, 4.173], [-0.700, 0.052, 2.179]],
  "mulliken_spin": [4.15, 0.10, 0.00, 0.01, 0.00, 0.00, 0.00, 0.00, 0.02, 0.01, 0.01, 0.02, 0.01, 0.02, 0.03, 0.01, 0.01, 0.00, 0.00, 0.01, 0.00, 0.00, 0.00, 0.00, 0.00, 0.00, 0.00, 0.00, 0.00, 0.00, 0.00, 0.00, 0.00, 0.00, 0.00, 0.00, 0.00, 0.01, 0.00, 0.00, 0.00, 0.00, 0.00, 0.00, 0.00, -0.01, 0.03, 0.09, 0.01, 0.14, -0.04, 0.10, 0.64, 0.59, 0.01, 0.00, 0.02, 0.00, 0.00, 0.00, 0.00, 0.00, -0.01, 0.00, 0.00, -0.01, -0.01, 0.01, 0.00, 0.00, 0.00, 0.00, 0.01, 0.00, 0.01, 0.00, 0.02, 0.00, 0.00, 0.00, 0.00, 0.00, 0.00, 0.00, 0.00, 0.00, 0.00, 0.00, 0.00, 0.00, 0.00, 0.00, -0.01],
  "relative_energy_kcal_mol": 27.4,
  "orbital_gap_ev": [5.63, 2.47],
  "multiplicity": 7,
  "charge": 3,
  "lumo_ev": [-9.375, -12.533]
}



Entry 2:
{
  "formula": "C13H18O3S",
  "method": "ωB97M-V/def2-TZVPD",
  "species": ["C", "O", "C", "O", "C", "C", "C", "C", "C", "C", "C", "C", "C", "C", "C", "O", "S", "H", "H", "H", "H", "H", "H", "H", "H", "H", "H", "H", "H", "H", "H", "H", "H", "H", "H"],
  "xyz": [[3.704, -4.066, 2.543], [2.859, -3.184, 2.267], [1.667, -3.534, 1.846], [1.560, -4.572, 1.441], [0.540, -2.498, 1.724], [-0.600, -2.764, 0.784], [-1.741, -1.687, 1.015], [-1.636, -0.327, 0.928], [-1.069, 0.104, -0.518], [-0.835, 1.486, -0.909], [-0.762, 2.596, 0.231], [-0.523, 3.935, -0.509], [-0.555, 3.796, -1.809], [-0.599, 4.937, -2.905], [-0.405, 4.472, -4.334], [-0.439, 6.063, -2.278], [-0.892, 1.970, -2.623], [3.972, -4.339, 1.411], [3.254, -4.919, 2.965], [4.578, -3.633, 2.940], [0.296, -2.364, 2.821], [1.142, -1.490, 1.628], [-0.896, -3.778, 0.874], [-0.263, -2.560, -0.174], [-2.537, -1.933, 0.385], [-2.280, -1.912, 2.015], [-0.766, -0.096, 1.558], [-2.189, 0.338, 0.945], [-1.837, -0.360, -1.307], [0.048, -0.381, -0.595], [-0.689, 2.508, 1.132], [-0.655, 4.838, -0.041], [-0.387, 5.414, -4.664], [0.308, 3.888, -4.408], [-1.373, 4.053, -4.376]],
  "mulliken_charge": [-0.66, -0.34, 0.38, -0.48, -0.28, -0.75, -0.96, -1.73, 0.02, 0.08, -0.95, -0.36, 0.07, 0.68, -1.75, -0.60, -0.19, 0.22, 0.29, 0.24, 0.26, 0.28, 0.43, 0.32, 0.58, 0.36, 0.22, 1.50, 0.30, 0.14, 0.74, 0.51, 0.46, 0.53, 0.42],
  "relative_energy_kcal_mol": 262.0,
  "orbital_gap_ev": 8.12,
  "smiles": "COC(=O)CCCCCc1ccc(C(C)=O)s1",
  "multiplicity": 1,
  "lumo_ev": -0.117
}